P:
C5H8 | the ωB97M-V functional and the def2-TZVPD basis

Each line ends with the natural charge from an NBO analysis.
Geometry (Å):
C  2.309  -0.751  0.407  -0.27
C  1.203  -0.280  0.470  0.02
C  -0.201  0.143  0.375  -0.31
C  -0.344  1.438  -0.451  -0.59
C  -0.960  -1.069  -0.207  -0.59
H  3.274  -1.197  0.326  0.24
H  -0.586  0.348  1.382  0.22
H  0.533  2.081  -0.323  0.22
H  -0.449  1.222  -1.520  0.21
H  -1.225  2.005  -0.134  0.21
H  -1.122  -1.823  0.570  0.21
H  -0.347  -1.531  -0.987  0.22
H  -1.925  -0.790  -0.637  0.21

**Net charge**: 0

---

Q:
C5H8 | the ωB97M-V functional and the def2-TZVPD basis

Each line ends with the natural charge from an NBO analysis.
Geometry (Å):
C  1.914  0.478  0.110  -0.41
C  1.082  -0.634  -0.158  -0.20
C  -0.402  -0.636  -0.257  -0.29
C  -1.371  -0.042  0.765  -0.41
C  -1.186  0.667  -0.545  -0.42
H  1.568  1.777  0.235  0.19
H  2.953  0.314  0.467  0.20
H  1.638  -1.608  0.068  0.22
H  -0.800  -1.498  -0.904  0.22
H  -0.896  0.516  1.618  0.23
H  -2.371  -0.552  1.047  0.23
H  -1.824  0.475  -1.442  0.23
H  -0.487  1.580  -0.574  0.22

**Net charge**: 0

---

Most stable: P. Least stable: Q.

---

P:
C5H8 | the ωB97M-V functional and the def2-TZVPD basis

Each line ends with the natural charge from an NBO analysis.
Geometry (Å):
C  0.977  -1.033  0.643  -0.41
C  -0.529  -1.270  0.822  -0.42
C  0.074  -0.190  -0.119  -0.02
C  -0.112  0.668  -1.325  -0.44
C  -0.305  1.612  -0.141  -0.44
H  1.619  -0.917  1.440  0.22
H  1.583  -1.775  -0.053  0.20
H  -1.209  -2.090  0.491  0.22
H  -0.802  -0.849  1.784  0.21
H  -1.054  0.569  -1.949  0.22
H  0.658  0.973  -2.029  0.22
H  0.454  2.393  0.281  0.22
H  -1.355  1.910  0.154  0.21

**Net charge**: 0

---

Q:
C5H8 | the ωB97M-V functional and the def2-TZVPD basis

Each line ends with the natural charge from an NBO analysis.
Geometry (Å):
C  -0.340  0.988  0.566  -0.26
C  0.592  0.224  0.011  0.11
C  -1.598  0.392  0.046  -0.43
C  -1.022  -0.834  -0.595  -0.40
C  2.019  -0.203  -0.064  -0.69
H  -0.187  1.833  1.239  0.20
H  -2.306  0.318  1.024  0.18
H  -2.198  1.031  -0.635  0.21
H  -1.194  -1.207  -1.519  0.19
H  -0.850  -1.642  0.049  0.19
H  2.307  0.143  0.928  0.23
H  2.596  0.231  -0.875  0.23
H  2.182  -1.274  -0.174  0.23

**Net charge**: 0

---

R:
C5H8 | the ωB97M-V functional and the def2-TZVPD basis

Each line ends with the natural charge from an NBO analysis.
Geometry (Å):
C  2.430  0.209  -0.523  -0.69
C  1.117  0.035  0.024  0.00
C  0.213  -0.421  0.681  -0.04
C  -1.221  -0.501  0.892  -0.47
C  -1.844  0.241  -0.303  -0.58
H  2.919  -0.048  0.419  0.25
H  2.577  -0.466  -1.373  0.23
H  2.764  1.207  -0.790  0.23
H  -1.559  -1.542  0.941  0.22
H  -1.464  -0.007  1.838  0.22
H  -1.434  1.259  -0.333  0.21
H  -2.933  0.288  -0.228  0.20
H  -1.563  -0.253  -1.244  0.21

**Net charge**: 0

---

S:
C5H8 | the ωB97M-V functional and the def2-TZVPD basis

Each line ends with the natural charge from an NBO analysis.
Geometry (Å):
C  -2.039  -1.059  -1.066  -0.68
C  -0.980  -0.306  -0.441  -0.01
C  -0.297  0.634  -0.116  -0.03
C  0.864  1.259  0.485  -0.47
C  1.732  0.052  0.860  -0.58
H  -2.760  -0.252  -1.207  0.24
H  -1.701  -1.481  -2.016  0.23
H  -2.500  -1.838  -0.455  0.23
H  1.367  1.936  -0.215  0.22
H  0.567  1.847  1.360  0.22
H  1.136  -0.615  1.492  0.21
H  2.650  0.335  1.371  0.20
H  1.959  -0.512  -0.052  0.21

**Net charge**: 0

---

Most stable: S. Least stable: P.

---

P:
C8H13NO2 | the ωB97M-V functional and the def2-TZVPD basis

Each line ends with the natural charge from an NBO analysis.
Geometry (Å):
C  -1.535  2.441  -2.226  -0.66
C  -0.801  1.643  -1.288  -0.17
C  -1.164  1.015  -0.206  0.02
N  0.358  0.400  0.510  -0.14
C  0.452  -0.981  0.841  0.02
C  -0.335  -1.041  2.081  -0.59
C  -0.035  -2.030  -0.180  -0.64
C  1.894  -1.163  1.287  -0.61
O  1.279  0.942  -0.415  -0.35
C  0.734  1.585  -1.425  0.76
O  1.388  2.098  -2.281  -0.57
H  -2.005  3.347  -1.791  0.24
H  -2.319  1.787  -2.713  0.23
H  -0.770  2.670  -3.045  0.26
H  -1.913  0.772  0.519  0.23
H  0.069  -0.353  2.851  0.23
H  -1.452  -0.805  1.829  0.19
H  -0.293  -1.973  2.698  0.23
H  -0.551  -1.614  -1.077  0.22
H  -0.848  -2.623  0.369  0.22
H  0.909  -2.534  -0.400  0.23
H  2.325  -2.212  1.183  0.22
H  2.589  -0.542  0.567  0.24
H  2.024  -0.826  2.313  0.22

**Net charge**: 0

---

Q:
C8H13NO2 | the ωB97M-V functional and the def2-TZVPD basis

Each line ends with the natural charge from an NBO analysis.
Geometry (Å):
C  2.252  -1.776  -0.639  0.42
C  3.030  0.915  0.115  0.30
C  2.711  -0.228  0.920  -0.07
C  0.718  -0.002  -0.800  0.21
C  -1.406  -1.288  -0.029  -0.58
C  -1.541  0.909  -1.082  -0.59
C  -0.498  0.912  1.131  -0.59
C  -0.677  0.089  -0.236  -0.16
N  2.877  -1.475  0.434  -0.47
O  2.964  2.078  0.435  -0.58
O  1.170  -1.226  -1.170  -0.48
H  2.504  -2.842  -1.032  0.19
H  3.475  0.612  -0.957  0.09
H  2.261  -0.099  1.999  0.23
H  1.040  0.821  -1.346  0.18
H  -2.104  -1.306  0.713  0.21
H  -0.586  -2.139  0.072  0.21
H  -1.959  -1.386  -0.927  0.20
H  -1.070  1.703  -1.592  0.21
H  -1.997  0.345  -1.810  0.20
H  -2.324  1.329  -0.554  0.21
H  -1.363  1.548  1.284  0.21
H  0.413  1.476  1.158  0.23
H  -0.560  0.212  2.070  0.21

**Net charge**: 0

---

Most stable: P. Least stable: Q.

---

P:
C6H10N2 | the ωB97M-V functional and the def2-TZVPD basis

Each line ends with the natural charge from an NBO analysis.
Geometry (Å):
H  -2.426  2.012  -0.893  0.34
N  -2.012  1.519  -0.103  -0.65
C  -0.934  0.932  -0.411  0.30
C  -0.248  0.732  -1.749  -0.51
C  0.609  -0.458  -1.344  -0.35
C  1.197  0.079  0.294  0.11
N  2.028  -0.689  1.029  -0.83
C  -0.171  0.075  0.522  -0.05
C  -0.832  -0.470  1.754  -0.68
H  -0.959  0.522  -2.551  0.22
H  0.362  1.594  -2.021  0.23
H  0.116  -1.425  -1.470  0.20
H  1.593  -0.510  -1.796  0.21
H  1.700  -1.266  1.795  0.37
H  2.970  -0.844  0.712  0.39
H  -0.542  0.116  2.632  0.24
H  -1.915  -0.409  1.663  0.24
H  -0.535  -1.510  1.937  0.20

**Net charge**: 0

---

Q:
C6H10N2 | the ωB97M-V functional and the def2-TZVPD basis

Each line ends with the natural charge from an NBO analysis.
Geometry (Å):
N  -2.118  -0.804  0.019  -0.82
C  -0.719  -0.311  0.059  0.08
C  -0.624  0.954  -0.798  -0.38
C  0.752  1.164  -0.064  -0.26
C  0.011  0.536  1.158  -0.42
C  1.572  -0.067  -0.595  -0.09
N  1.888  -1.107  0.331  -0.55
C  0.529  -1.074  -0.414  -0.12
H  -2.363  -1.301  0.920  0.36
H  -2.018  -1.516  -0.725  0.36
H  -1.409  1.691  -0.565  0.22
H  -0.614  0.906  -2.007  0.20
H  1.042  2.161  0.236  0.23
H  0.740  0.277  1.997  0.20
H  -0.800  1.196  1.694  0.23
H  2.299  0.075  -1.405  0.22
H  1.602  -0.794  1.234  0.34
H  0.229  -1.986  -1.076  0.21

**Net charge**: 0

---

Most stable: P. Least stable: Q.

---

P:
C6H10N2 | the ωB97M-V functional and the def2-TZVPD basis

Each line ends with the natural charge from an NBO analysis.
Geometry (Å):
C  0.520  1.145  1.552  -0.62
C  0.236  0.595  0.186  0.00
C  0.014  -0.818  0.088  -0.07
C  -0.104  -1.752  1.097  -0.40
C  0.123  -1.259  -1.292  -0.26
C  -0.846  -1.959  -1.728  -0.37
H  1.557  0.383  2.021  0.27
H  -0.843  0.561  2.516  0.16
H  0.522  2.669  1.721  0.24
H  0.094  2.980  -1.804  0.37
H  0.278  3.160  -0.153  0.35
H  -0.161  -1.174  2.079  0.20
H  -0.528  -2.796  1.031  0.23
H  0.878  -0.892  -2.028  0.24
H  -0.730  -2.785  -2.612  0.22
H  -1.782  -2.026  -0.825  0.18
N  0.213  1.356  -0.952  -0.18
N  0.558  2.613  -0.899  -0.57

**Net charge**: 0

---

Q:
C6H10N2 | the ωB97M-V functional and the def2-TZVPD basis

Each line ends with the natural charge from an NBO analysis.
Geometry (Å):
C  1.390  -1.192  0.019  -0.41
C  1.937  0.246  -0.461  -0.22
N  0.775  1.309  -0.062  -0.41
C  0.044  0.522  0.917  -0.16
C  0.014  -0.788  0.200  -0.11
N  -1.354  -1.238  -0.018  -0.59
C  -1.911  0.085  -0.448  -0.26
C  -0.908  1.266  -0.019  -0.06
H  1.804  -1.564  0.912  0.19
H  1.554  -1.935  -0.824  0.22
H  2.734  0.589  0.378  0.21
H  2.292  0.440  -1.465  0.21
H  0.164  0.413  1.959  0.19
H  -0.007  -0.533  -0.823  0.19
H  -1.940  -1.471  0.786  0.34
H  -3.020  0.270  -0.091  0.22
H  -1.805  0.142  -1.550  0.19
H  -1.124  2.313  0.037  0.23

**Net charge**: 0

---

Most stable: Q. Least stable: P.